The following is a DFT calculation (ωB97M-V/def2-TZVPD) of a 14-piece molecular cluster, C28H84O14 overall.

```
126
Properties=species:S:1:pos:R:3
C -0.2880 -4.2249 1.6503
C -1.6367 -4.0542 0.9087
O -2.1626 -2.8285 1.3355
H 0.1265 -5.0945 1.1403
H -0.5510 -4.4977 2.6724
H 0.4157 -3.3941 1.7021
H -2.3096 -4.8300 1.2740
H -1.6350 -3.9882 -0.1793
H -1.8309 -2.1311 0.7652
C 4.7235 0.9906 4.6563
C 4.6640 1.1723 3.1382
O 3.8314 0.1732 2.5799
H 5.0307 -0.0380 4.8452
H 3.7321 1.1093 5.0934
H 5.3537 1.6884 5.2077
H 5.6565 1.1154 2.6913
H 4.2189 2.1440 2.9238
H 4.0580 0.0369 1.6571
C 6.9359 0.3852 -0.0343
C 5.7263 0.2627 -0.9275
O 4.5820 -0.2127 -0.1905
H 7.6607 0.7833 -0.7444
H 7.2418 -0.5625 0.4089
H 6.7100 1.0735 0.7802
H 5.9739 -0.4513 -1.7130
H 5.4789 1.2377 -1.3474
H 3.8347 -0.3018 -0.7865
C -1.3157 -1.8960 -3.4569
C -2.3258 -0.8510 -3.8980
O -2.8034 -0.0777 -2.8308
H -0.4686 -1.4686 -2.9203
H -0.9458 -2.3575 -4.3725
H -1.7810 -2.7144 -2.9075
H -3.1978 -1.3443 -4.3274
H -1.8805 -0.2210 -4.6681
H -3.5167 0.4651 -3.1746
C -5.6086 -0.1293 -0.3792
C -6.1232 -0.7057 0.9870
O -7.4816 -0.3465 1.0842
H -5.7091 0.9559 -0.3630
H -6.1108 -0.5173 -1.2654
H -4.5474 -0.3755 -0.4167
H -5.5493 -0.3051 1.8226
H -6.0285 -1.7881 1.0743
H -7.5512 -0.0597 1.9977
C 3.1234 -2.2080 -3.4390
C 2.6764 -0.7865 -3.6823
O 2.6510 -0.1145 -2.4543
H 4.0802 -2.1457 -2.9205
H 3.2264 -2.7444 -4.3822
H 2.4485 -2.7392 -2.7679
H 1.7187 -0.6688 -4.1894
H 3.4852 -0.2850 -4.2137
H 2.2434 0.7191 -2.7003
C 3.7296 -3.4472 0.5035
C 5.2113 -3.2085 0.4211
O 5.9386 -4.4442 0.4758
H 3.3089 -4.0641 -0.2906
H 3.1417 -2.5401 0.3635
H 3.4533 -3.9098 1.4510
H 5.4796 -2.5739 1.2657
H 5.4423 -2.6909 -0.5099
H 5.9451 -4.6659 1.4098
C -3.3706 3.0543 -0.7222
C -3.8921 4.1139 -1.6372
O -5.1650 3.7437 -2.1760
H -2.3974 3.3884 -0.3625
H -3.2009 2.0870 -1.1950
H -4.0392 2.9900 0.1363
H -3.1949 4.2473 -2.4644
H -4.0368 5.0787 -1.1510
H -5.5508 4.5402 -2.5478
C -0.3281 3.5719 -3.8636
C 0.0787 2.1390 -3.5312
O 1.3062 2.2435 -2.8498
H 0.4706 4.1618 -4.3134
H -0.7626 4.1269 -3.0322
H -1.1654 3.4901 -4.5567
H 0.2515 1.5565 -4.4361
H -0.6796 1.6251 -2.9404
H 1.1348 2.7222 -2.0355
C 1.0051 1.7934 4.0687
C 0.7019 2.7217 5.2644
O 1.6250 2.3882 6.2879
H 1.9916 1.8936 3.6160
H 0.2138 1.9357 3.3328
H 0.8928 0.7431 4.3376
H -0.3506 2.5903 5.5156
H 0.9045 3.7409 4.9356
H 1.5368 1.4453 6.4455
C 3.0301 3.1269 0.0572
C 1.6568 3.6612 0.4022
O 1.0775 4.0600 -0.7524
H 3.4416 2.5628 0.8942
H 3.6690 3.9525 -0.2562
H 2.9747 2.3527 -0.7081
H 1.7566 4.5318 1.0505
H 1.0801 2.9049 0.9346
H 0.4690 4.7879 -0.6057
C 0.5842 -0.5410 0.7414
C -0.2984 0.0462 -0.3116
O -1.4785 -0.7223 -0.3925
H 1.5957 -0.1418 0.8165
H 0.7605 -1.6026 0.5681
H 0.0887 -0.4708 1.7097
H 0.2436 -0.0352 -1.2538
H -0.4727 1.1169 -0.2045
H -1.9305 -0.3854 -1.1696
C -3.7396 1.2642 3.9548
C -2.9724 0.2220 3.0973
O -3.4186 -1.1057 3.3319
H -3.5478 2.2967 3.6628
H -3.5060 1.2464 5.0193
H -4.8271 1.1943 3.9323
H -1.9039 0.3614 3.2615
H -3.1060 0.5260 2.0592
H -3.0968 -1.6741 2.6283
C -4.9414 -2.9914 -2.7200
C -4.2816 -3.4380 -1.4191
O -4.0684 -4.8389 -1.4835
H -5.9668 -3.3354 -2.8553
H -4.3635 -3.2360 -3.6113
H -5.0812 -1.9104 -2.7261
H -4.9920 -3.2079 -0.6251
H -3.3991 -2.8320 -1.2138
H -4.9152 -5.1878 -1.7713
```

## Properties
- Lowest unoccupied orbital energy (spin up / spin down): 2.255 / 2.221 eV
- Total energy: -2170.39333 Ha
- Expectation value of S²: 0.75
- 2S+1: 2
- Total charge: -1
- Largest force on an atom: 2.6 eV Å⁻¹